# 1
C6H12N2 in the gas phase at a distorted geometry. Source: the OMol25 dataset; level of theory: the ωB97M-V functional and the def2-TZVPD basis.

Its net charge is 0. The energy above the lowest of the compared OMol25 structures with the same formula, charge and spin comes out at 4.284 eV. The HOMO energy (spin up / spin down) is -7.882 / -7.063 eV.

Element x y z (Å)
C (0.69915, -1.36901, 0.05677)
C (0.79598, -0.68586, -1.18116)
C (-0.42321, -2.25925, 0.43167)
C (-0.01844, 0.89481, 0.86067)
N (-1.39727, 0.80632, 0.77637)
C (0.75021, 1.06149, -0.55368)
C (0.16755, 1.94284, -1.45154)
N (0.65548, 1.05618, 1.93290)
H (1.53314, -1.29285, 0.74134)
H (-1.82686, 1.13561, -0.07208)
H (-1.92395, 0.94853, 1.62392)
H (0.07141, 1.08626, 2.77006)
H (-0.06645, -0.81308, -1.83269)
H (1.71981, -0.76219, -1.75041)
H (1.76959, 1.25054, -0.22741)
H (-0.51311, -2.34862, 1.51357)
H (-1.36879, -1.86606, 0.04587)
H (-0.27668, -3.26509, 0.01774)
H (-0.58697, 2.66830, -1.18039)
H (0.23942, 1.81113, -2.52152)

Atoms 1-3, force components in eV/Å:
0.6 -1.0 0.0
-0.3 1.6 0.4
-0.2 0.2 0.0

---

# 2
A molecular structure, C16H21BBr18O2PS at a distorted geometry. Source: the OMol25 dataset; level of theory: the ωB97M-V functional and the def2-TZVPD basis.

Its net charge is -1. The energy above the lowest of the compared OMol25 structures with the same formula, charge and spin comes out at 0.000 eV. The HOMO energy is -4.467 eV.

Element x y z (Å)
S (2.67503, 1.45870, 1.97229)
P (1.42314, -0.04399, 1.86958)
C (-0.36774, 0.36890, 2.06645)
C (-1.04450, 0.31875, 0.66195)
O (-2.30138, 0.94065, 0.95227)
B (-2.18511, 1.60938, 2.26888)
C (-2.97947, 3.00730, 2.49419)
C (-4.41725, 3.00864, 1.89926)
C (-5.12744, 1.69065, 2.11242)
C (-5.44451, 0.94355, 1.01486)
C (-6.06056, -0.27200, 1.16664)
C (-6.34513, -0.70679, 2.42694)
C (-6.03155, 0.02677, 3.52965)
C (-5.41997, 1.24277, 3.37153)
O (-0.68177, 1.63071, 2.47910)
H (1.49716, -0.69491, 0.62215)
H (1.69681, -1.01674, 2.85886)
H (-0.84413, -0.41435, 2.68065)
H (-0.62298, 0.99969, -0.08584)
H (-1.30812, -0.66894, 0.26501)
H (-2.56738, 0.87404, 3.19631)
H (-3.10869, 3.12170, 3.57608)
H (-2.44976, 3.89954, 2.13492)
H (-4.31322, 3.19839, 0.83031)
H (-5.00387, 3.81928, 2.34313)
H (-5.18595, 1.32011, 0.03527)
H (-6.28756, -0.87254, 0.29648)
H (-6.83683, -1.66742, 2.55341)
H (-6.22788, -0.32415, 4.53497)
H (-5.14643, 1.88142, 4.20242)
C (-2.59876, 2.05907, 7.32154)
Br (-1.39109, 1.93825, 5.83849)
Br (-3.93355, 3.42561, 7.04353)
Br (-3.41254, 0.35487, 7.72576)
H (-2.02699, 2.34874, 8.19096)
C (2.85118, -1.66219, -2.37094)
Br (1.05451, -0.99817, -2.20859)
Br (3.39247, -2.65425, -0.81181)
Br (3.09256, -2.67339, -4.00524)
H (3.50462, -0.80722, -2.43818)
C (6.68442, -1.34578, -4.55555)
Br (5.90844, -0.98277, -6.28064)
Br (8.60752, -1.27146, -4.61492)
Br (5.97525, -0.18526, -3.19114)
H (6.40979, -2.35719, -4.28921)
C (1.57459, -6.80599, -0.98495)
Br (2.59527, -6.47630, 0.61587)
Br (1.80879, -5.39921, -2.27401)
Br (1.96657, -8.53849, -1.73535)
H (0.53192, -6.81237, -0.70097)
C (-1.11942, 2.12727, -3.24823)
Br (-2.47038, 0.95939, -2.53660)
Br (-1.70874, 3.00833, -4.86425)
Br (-0.51111, 3.38447, -1.92723)
H (-0.27211, 1.51163, -3.51657)
C (10.98073, -0.09378, -8.16840)
Br (9.24606, 0.72718, -8.31064)
Br (11.59792, -0.12950, -6.34536)
Br (11.00612, -1.84939, -8.96013)
H (11.67304, 0.51881, -8.72739)

Atoms 1-3, force components in eV/Å:
0.1 -0.2 -0.1
0.2 1.3 0.5
0.2 -0.5 -1.7